[1]
Molecular formula: C5H12O2
Method: DFT, the ωB97M-V functional and the def2-TZVPD basis

```
19
Properties=species:S:1:pos:R:3:forces:R:3
C 1.32808 -1.88432 0.69187 0.1 0.1 -0.4
C 0.53391 -0.79748 1.33173 0.5 0.0 0.4
C -0.52015 -0.22930 0.77016 -0.7 -0.2 -0.1
C -1.22679 0.98059 1.20137 0.1 0.6 0.4
C -0.86408 1.81730 2.17754 -0.1 -0.3 -0.2
H 1.65904 -2.67036 1.36848 -0.2 -0.1 0.1
H 0.78789 -2.29483 -0.16121 0.0 -0.2 0.1
H 2.23585 -1.43322 0.27949 0.1 -0.1 0.0
H 0.95029 -0.40865 2.25832 -0.1 0.1 0.0
H -0.93086 -0.69231 -0.12003 0.1 0.0 -0.2
H -2.09792 1.27533 0.62932 0.1 -0.1 -0.3
H -1.36000 2.76755 2.29999 -0.2 0.0 0.2
H -0.07475 1.57310 2.87021 0.3 0.1 0.0
H 2.45096 1.12455 -1.12923 -0.1 0.0 -0.2
H 1.05921 1.52637 -0.72012 -0.1 -0.1 -0.3
O 1.57343 1.27963 -1.50452 0.2 0.1 0.5
H -1.99341 -1.36250 -3.50064 0.3 -0.2 0.0
H -0.43314 -1.46443 -3.34474 -0.2 -0.2 -0.1
O -1.19916 -0.90153 -3.21065 -0.2 0.4 0.2
```
Forces are in eV/Å.

2S+1 = 1
Calculated total energy = -348.13291 Ha
Structure (SMILES) = C=C/C=C/C.O.O
Orbital gap = 9.46 eV

The molecule's natural (NBO) atomic charges, reported in e, are given here: -0.6372 -0.1411 -0.2582 -0.2174 -0.3816 0.2153 0.2132 0.2145 0.1855 0.2142 0.2057 0.2005 0.1844 0.4612 0.4742 -0.9343 0.4704 0.4744 -0.9436


[2]
Molecular formula: C5H12O2
Method: DFT, the ωB97M-V functional and the def2-TZVPD basis

```
19
Properties=species:S:1:pos:R:3:forces:R:3
C 2.33289 0.20858 1.36748 0.0 0.0 0.0
C 0.89683 0.65606 1.09156 -0.1 0.0 0.0
C 0.31000 -0.04793 -0.13790 -0.2 0.4 -0.1
O 0.21588 -1.43818 0.05240 -0.4 -0.1 0.4
C -1.12803 0.33026 -0.49294 -0.7 -0.2 0.5
C -1.52751 -0.14897 -1.87804 -0.1 0.0 0.1
O -1.93994 -0.44517 0.52851 -0.2 1.1 -0.5
H 2.36999 -0.88126 1.45784 0.0 0.2 0.0
H 3.00224 0.50228 0.54940 -0.1 0.0 0.1
H 2.72542 0.64683 2.29298 -0.1 -0.1 -0.2
H 0.26706 0.43142 1.96110 0.0 0.0 -0.1
H 0.86135 1.74330 0.93316 0.0 -0.1 0.0
H 0.89636 0.27676 -1.01995 0.1 -0.7 0.2
H -0.72606 -1.42050 0.46817 1.9 -0.8 -0.4
H -1.26928 1.41384 -0.36561 -0.5 -0.4 0.2
H -1.20330 -1.18953 -1.98671 -0.2 0.1 -0.1
H -2.61464 -0.07247 -1.93432 0.0 -0.1 -0.3
H -1.11607 0.42473 -2.71930 0.1 0.0 0.5
H -2.62328 -1.04091 0.16359 0.5 0.8 -0.3
```
Forces are in eV/Å.

2S+1 = 1
Calculated total energy = -348.16193 Ha
Structure (SMILES) = CC[C@@H](O)[C@@H](C)O
Orbital gap = 10.58 eV

The molecule's natural (NBO) atomic charges, reported in e, are given here: -0.6078 -0.4169 0.0698 -0.7482 0.0922 -0.6498 -0.7568 0.2228 0.1976 0.2077 0.2068 0.1935 0.1678 0.4785 0.1877 0.2322 0.2087 0.2261 0.4881


[3]
Molecular formula: C5H12O2
Method: DFT, the ωB97M-V functional and the def2-TZVPD basis

```
19
Properties=species:S:1:pos:R:3:forces:R:3
C 2.61039 0.34137 -0.54384 0.2 0.0 -0.1
O 1.28572 0.54658 -0.10923 0.0 0.0 0.0
C 0.58087 -0.66531 0.03106 -0.1 -0.2 0.0
C -0.80504 -0.42218 0.57755 0.0 0.2 0.2
C -1.81570 -1.50673 0.31250 -0.1 -0.1 0.0
C -1.07952 0.67034 1.28911 0.0 -0.2 -0.1
O -1.03093 2.23252 -1.32600 0.1 -0.1 0.0
H 2.63919 -0.20140 -1.50130 0.0 0.1 0.1
H 3.06669 1.32445 -0.67811 -0.1 -0.1 0.0
H 3.19266 -0.22838 0.19703 -0.1 0.1 -0.1
H 0.52379 -1.18537 -0.94142 0.0 0.1 0.1
H 1.12407 -1.33857 0.71808 0.0 0.1 -0.1
H -1.52108 1.48653 -0.95685 0.0 0.2 -0.1
H -2.82692 -1.17507 0.56819 0.2 0.0 0.0
H -1.59417 -2.39664 0.91464 0.0 0.1 -0.1
H -1.81206 -1.82099 -0.73930 0.0 0.1 0.2
H -2.07527 0.85635 1.68339 0.1 -0.1 -0.1
H -0.31878 1.42043 1.48076 -0.1 -0.1 0.0
H -0.14392 2.06206 -0.97627 -0.1 0.0 -0.1
```
Forces are in eV/Å.

2S+1 = 1
Calculated total energy = -348.14577 Ha
Structure (SMILES) = C=C(C)COC.O
Orbital gap = 10.43 eV

The molecule's natural (NBO) atomic charges, reported in e, are given here: -0.2461 -0.5501 -0.0965 -0.0195 -0.6455 -0.4056 -0.9489 0.1691 0.1985 0.1686 0.1727 0.1794 0.4689 0.2236 0.2203 0.2156 0.2019 0.2166 0.4769


[4]
Molecular formula: C5H12O2
Method: DFT, the ωB97M-V functional and the def2-TZVPD basis

```
19
Properties=species:S:1:pos:R:3:forces:R:3
C 2.20778 0.42514 1.28144 0.1 0.0 0.0
C 0.72958 0.43424 0.89815 -0.1 0.0 0.0
C 0.43719 -0.55392 -0.23517 0.0 0.2 -0.1
O 0.81436 -1.87533 0.12616 -0.1 -0.2 0.2
C -1.00885 -0.55068 -0.66688 0.1 0.0 -0.3
C -1.41825 -0.43053 -1.92881 0.0 0.0 0.1
O -1.83400 -0.73803 0.40503 -0.2 0.0 -0.1
H 2.53364 -0.59338 1.51270 0.0 0.2 0.0
H 2.83430 0.79838 0.46207 -0.1 -0.1 0.1
H 2.39347 1.05495 2.15704 0.0 -0.1 -0.1
H 0.10863 0.16114 1.76236 0.1 0.1 -0.1
H 0.41495 1.44032 0.58995 0.0 -0.2 0.0
H 1.05170 -0.30162 -1.10604 -0.1 0.0 0.1
H 0.20001 -2.15346 0.81972 0.1 -0.1 -0.1
H -1.84008 2.46484 -0.22898 0.0 0.0 -0.1
H -2.46886 -0.46705 -2.20789 0.1 0.0 0.1
H -1.71298 2.02166 -0.81622 0.0 0.1 0.1
H -0.69677 -0.29836 -2.72541 0.0 0.0 0.1
H -2.75106 -0.74764 0.09899 0.1 0.0 0.1
```
Forces are in eV/Å.

2S+1 = 1
Calculated total energy = -348.12984 Ha
Structure (SMILES) = C=C(O)[C@H](O)CC.[H][H]
Orbital gap = 9.99 eV

The molecule's natural (NBO) atomic charges, reported in e, are given here: -0.6090 -0.4202 0.0430 -0.7052 0.3238 -0.5317 -0.6960 0.2199 0.2009 0.2092 0.2066 0.2111 0.1869 0.4676 -0.0104 0.1974 0.0029 0.2179 0.4852


[5]
Molecular formula: C5H12O2
Method: DFT, the ωB97M-V functional and the def2-TZVPD basis

```
19
Properties=species:S:1:pos:R:3:forces:R:3
C 2.95849 -0.46249 0.70236 0.1 -0.1 0.1
C 1.87031 0.27867 -0.08340 0.0 0.1 0.0
C 0.53952 0.03636 0.56908 -0.1 0.4 0.3
O -0.04877 0.86987 1.22623 0.3 -0.4 -0.3
C -1.54016 0.25230 -1.75399 -0.1 0.0 0.0
C -2.60145 0.64290 -1.05963 0.0 0.0 -0.1
O -2.42329 -0.70930 1.66383 0.0 -0.1 -0.1
H 3.94248 -0.27938 0.26183 -0.2 0.0 0.1
H 2.97741 -0.12147 1.74249 0.0 -0.1 -0.2
H 2.77939 -1.54323 0.70095 0.0 0.1 0.0
H 1.83749 -0.09093 -1.11618 0.0 0.0 0.1
H 2.05924 1.35568 -0.09920 0.0 -0.1 0.0
H 0.12008 -0.98486 0.45430 0.0 0.1 0.1
H -1.75452 -0.00350 1.64689 -0.1 -0.1 0.0
H -1.56237 -0.61548 -2.40905 0.0 0.1 0.1
H -0.59845 0.79495 -1.69120 -0.2 -0.1 -0.1
H -3.55267 0.11891 -1.11901 0.1 0.1 0.0
H -2.56288 1.50149 -0.39366 0.0 -0.1 -0.1
H -2.43986 -1.04051 0.75735 0.0 0.1 0.2
```
Forces are in eV/Å.

2S+1 = 1
Calculated total energy = -348.13972 Ha
Structure (SMILES) = CCC=O.C=C.O
Orbital gap = 10.92 eV

The molecule's natural (NBO) atomic charges, reported in e, are given here: -0.5996 -0.5142 0.4590 -0.5538 -0.4154 -0.3795 -0.9570 0.2223 0.2167 0.2099 0.2199 0.2262 0.1223 0.4869 0.1965 0.1891 0.1998 0.2087 0.4622


[6]
Molecular formula: C5H12O2
Method: DFT, the ωB97M-V functional and the def2-TZVPD basis

```
19
Properties=species:S:1:pos:R:3:forces:R:3
C -0.01614 2.37410 -1.71861 0.0 0.0 -0.1
C 0.39785 2.05488 -0.31115 0.0 -0.1 0.1
C 0.25542 0.89893 0.34238 -0.1 0.1 -0.4
O 0.65406 0.82616 1.64871 0.0 -0.1 0.1
C -0.35339 -0.36639 -0.21186 -0.1 0.0 0.0
C 0.50695 -1.60552 0.00814 0.0 0.1 -0.3
O 0.52185 -1.88835 1.41020 0.2 -0.2 0.1
H -0.78468 3.15756 -1.73530 0.1 -0.1 0.0
H 0.83106 2.75101 -2.30507 -0.1 -0.1 0.1
H -0.42574 1.51126 -2.25307 0.1 0.1 0.1
H -2.57378 -2.52690 1.72429 0.0 0.0 0.0
H 0.84331 2.86793 0.26048 0.0 -0.1 -0.1
H -0.53759 -0.26133 -1.28400 0.0 0.0 0.2
H 0.63290 -0.10567 1.92483 0.0 0.2 0.0
H -1.32610 -0.54613 0.26582 0.1 0.0 0.0
H -1.83849 -2.41223 1.75965 -0.1 0.0 0.0
H 1.52763 -1.42857 -0.35849 -0.1 0.0 0.1
H 0.08253 -2.45835 -0.53879 0.0 0.1 0.1
H 1.19350 -2.55746 1.58996 -0.1 0.1 0.0
```
Forces are in eV/Å.

2S+1 = 1
Calculated total energy = -348.12961 Ha
Structure (SMILES) = C/C=C(/O)CCO.[H][H]
Orbital gap = 8.78 eV

The molecule's natural (NBO) atomic charges, reported in e, are given here: -0.6283 -0.2876 0.3093 -0.7004 -0.4918 -0.0643 -0.7472 0.2114 0.2107 0.1996 -0.0135 0.2080 0.2279 0.4984 0.2273 0.0082 0.1744 0.1731 0.4847


[7]
Molecular formula: C5H12O2
Method: DFT, the ωB97M-V functional and the def2-TZVPD basis

```
19
Properties=species:S:1:pos:R:3:forces:R:3
C 0.02309 1.51253 -0.78405 0.7 -2.5 1.5
O -0.62525 1.37133 -2.03368 -0.4 1.2 0.2
C 0.80956 0.18547 -0.66901 -3.7 -2.4 0.7
C -0.11383 -1.20342 -0.93309 3.7 -0.8 -0.1
C -1.40169 -1.15772 -0.26346 -5.0 1.2 -0.3
C -2.64771 -1.72196 -0.49268 2.7 -1.3 -1.8
H -0.59584 1.64039 0.17464 0.3 0.2 -1.7
H 0.83346 2.21772 -0.81260 0.0 1.0 0.0
H -0.70829 2.26110 -2.40417 -0.2 -0.3 0.0
H 1.46412 0.17918 -1.45953 1.9 -0.1 -1.6
H 1.26704 -0.05269 0.25350 0.7 0.6 1.1
H 0.48432 -2.14909 -0.55815 -0.7 1.9 -0.7
H -0.09596 -1.28715 -2.05424 -0.8 -0.2 1.1
H -1.60485 -0.26846 0.29497 0.6 1.0 0.3
H -3.62579 -1.10903 -0.60075 1.7 -1.5 1.2
H -2.47104 -2.77144 -0.96125 -1.4 1.8 0.2
H 3.27232 0.06728 4.52673 1.7 -1.6 0.4
H 3.08770 1.55804 4.39928 0.7 0.9 0.1
O 2.64864 0.72793 4.37753 -2.4 0.7 -0.5
```
Forces are in eV/Å.

2S+1 = 1
Calculated total energy = -348.06120 Ha
Structure (SMILES) = C=CCCCO.O
Orbital gap = 9.46 eV

The molecule's natural (NBO) atomic charges, reported in e, are given here: -0.0839 -0.7164 -0.3798 -0.4562 -0.1834 -0.4158 0.1654 0.1728 0.4722 0.1944 0.2061 0.2139 0.2314 0.1709 0.2307 0.1776 0.4660 0.4675 -0.9334


[8]
Molecular formula: C5H12O2
Method: DFT, the ωB97M-V functional and the def2-TZVPD basis

```
19
Properties=species:S:1:pos:R:3:forces:R:3
C -1.45363 -2.19843 1.26293 -0.1 -0.1 0.1
C -0.72850 -1.51889 0.09601 0.0 0.0 -0.1
C -0.07769 -0.28518 0.64819 0.3 -0.1 0.2
O 1.03158 -0.29097 1.13861 -0.4 0.0 -0.2
C 0.39893 0.71306 -1.98911 0.1 0.1 -0.1
C 1.07292 1.80301 -1.63933 -0.1 -0.1 -0.2
O 1.59097 2.43913 1.08525 -0.1 0.1 0.2
H -1.93185 -3.12474 0.93765 0.0 0.1 0.0
H -0.73714 -2.43277 2.05565 -0.1 0.0 -0.1
H -2.22387 -1.54325 1.68496 0.1 -0.1 -0.1
H -1.43223 -1.25799 -0.70279 0.1 0.0 0.1
H 0.05031 -2.17286 -0.30784 -0.1 0.1 0.1
H -0.70728 0.62823 0.67492 0.1 -0.1 0.0
H 1.52911 1.47434 1.20829 0.1 0.1 0.0
H -0.66865 0.73799 -2.19800 0.1 0.0 0.0
H 0.88971 -0.25444 -2.07148 -0.1 0.2 0.0
H 0.58982 2.77156 -1.54237 0.0 -0.1 -0.1
H 2.13321 1.78032 -1.41226 -0.2 0.0 -0.1
H 0.67426 2.73187 1.07074 0.1 0.1 0.0
```
Forces are in eV/Å.

2S+1 = 1
Calculated total energy = -348.13569 Ha
Structure (SMILES) = CCC=O.C=C.O
Orbital gap = 10.54 eV

The molecule's natural (NBO) atomic charges, reported in e, are given here: -0.5980 -0.5129 0.4729 -0.5652 -0.4473 -0.3383 -0.9544 0.2215 0.2194 0.2072 0.2173 0.2285 0.1155 0.4892 0.1899 0.1967 0.1917 0.2114 0.4548


[9]
Molecular formula: C5H12O2
Method: DFT, the ωB97M-V functional and the def2-TZVPD basis

```
19
Properties=species:S:1:pos:R:3:forces:R:3
C -0.27318 2.48135 0.97426 0.0 0.1 -0.1
C -0.12360 0.97185 1.10797 0.0 -0.2 0.1
C -0.30937 0.18827 -0.19367 -0.2 0.0 0.1
O 0.45731 0.75637 -1.24060 0.1 0.1 0.0
C 0.06426 -1.30037 -0.03702 -0.3 0.0 0.0
C -0.36390 -2.11489 -1.25067 0.0 0.0 -0.1
O 1.47415 -1.35938 0.18607 0.1 -0.1 -0.1
H 0.47831 2.87676 0.28797 -0.1 0.1 0.1
H -1.25617 2.75917 0.57710 0.1 -0.1 0.1
H -0.14776 2.97281 1.94721 0.0 -0.1 -0.2
H 0.87281 0.72832 1.49841 -0.1 0.0 0.0
H -0.84890 0.60878 1.84200 0.1 -0.1 0.0
H -1.35686 0.25114 -0.51860 0.1 0.0 0.0
H 1.35987 0.79840 -0.89720 0.0 -0.1 -0.2
H -0.43977 -1.70896 0.85308 0.1 0.2 -0.1
H 0.02958 -1.67014 -2.17071 0.0 -0.1 0.1
H -0.03147 -3.15831 -1.17916 0.0 0.2 0.1
H -1.45624 -2.12885 -1.32421 0.1 0.0 0.0
H 1.87091 -1.95232 -0.46223 -0.1 0.1 0.1
```
Forces are in eV/Å.

2S+1 = 1
Calculated total energy = -348.18326 Ha
Structure (SMILES) = CC[C@@H](O)[C@@H](C)O
Orbital gap = 10.92 eV

The molecule's natural (NBO) atomic charges, reported in e, are given here: -0.6035 -0.4269 0.0830 -0.7186 0.0818 -0.6454 -0.7376 0.2104 0.2029 0.2086 0.2079 0.2033 0.1726 0.4692 0.1639 0.2242 0.2087 0.2204 0.4751


[10]
Molecular formula: C5H12O2
Method: DFT, the ωB97M-V functional and the def2-TZVPD basis

```
19
Properties=species:S:1:pos:R:3:forces:R:3
C 1.80341 -1.38015 0.45675 0.2 -0.2 0.0
O 0.98896 -0.23687 0.57136 0.0 0.0 0.0
C -0.24558 -0.33584 -0.13784 -0.2 0.0 -0.1
C -1.05338 -1.59114 0.25526 -0.1 0.0 0.0
C -0.99044 0.97653 0.12260 0.0 0.0 0.0
C -0.47010 2.17439 -0.67117 -0.4 -0.1 -0.1
O 0.81833 2.60176 -0.29319 0.3 -0.2 0.0
H 2.15760 -1.53009 -0.57436 0.0 0.1 0.1
H 1.26520 -2.28256 0.77094 0.2 0.1 0.0
H 2.65852 -1.23876 1.12112 -0.1 0.0 -0.1
H -0.01436 -0.40149 -1.21692 0.0 0.0 0.1
H -0.77056 -1.96939 1.24304 0.0 0.2 -0.1
H -0.91262 -2.40568 -0.46287 0.0 0.1 0.1
H -2.12289 -1.37068 0.29409 0.1 0.0 -0.1
H -0.93173 1.19861 1.19559 -0.1 -0.1 -0.1
H -2.04728 0.83587 -0.13215 0.1 0.0 0.0
H -0.50997 1.93664 -1.74994 0.1 0.0 0.2
H -1.14021 3.02796 -0.51303 0.1 -0.1 0.0
H 1.34673 1.80766 -0.13031 0.0 0.1 0.1
```
Forces are in eV/Å.

2S+1 = 1
Calculated total energy = -348.15997 Ha
Structure (SMILES) = CO[C@@H](C)CCO
Orbital gap = 10.96 eV

The molecule's natural (NBO) atomic charges, reported in e, are given here: -0.2512 -0.5547 0.0978 -0.6508 -0.4431 -0.0518 -0.7233 0.1655 0.1704 0.1972 0.1591 0.2185 0.2138 0.2190 0.2202 0.2101 0.1466 0.1775 0.4791


Relative energy (zero: lowest compared OMol25 entry of this formula, charge and spin) (kcal/mol)
45.1, 26.9, 37.1, 47.1, 40.8, 47.2, 90.1, 43.4, 13.5, 28.1
E_HOMO (eV)
-8.6, -9.8, -9.6, -9.2, -10.2, -8.1, -8.6, -9.9, -10.0, -10.0